This record from the Open Molecules 2025 dataset describes C5H12O in the gas phase at a distorted geometry. The level of theory is the ωB97M-V functional and the def2-TZVPD basis.

ORCA input file:
```
! RIJCOSX wB97M-V def2-TZVPD def2/J DEFGRID3
* xyz 0 1
C -0.8563 1.2841 -0.2325
C -0.1286 -0.1477 0.0389
C -0.7759 -1.1891 -0.9161
C -0.3131 -0.5360 1.5040
C 1.3408 -0.0215 -0.3627
O 1.8885 1.0385 0.3891
H -0.9720 1.5886 -1.2998
H -0.2971 2.1080 0.2231
H -1.8930 1.3686 0.1538
H -1.2717 -0.4020 -1.4280
H -0.1521 -1.7494 -1.6325
H -1.5135 -1.8845 -0.4748
H -1.3732 -0.7619 1.6770
H 0.2601 -1.4275 1.8027
H -0.0137 0.3101 2.1217
H 1.9038 -0.9631 -0.1994
H 1.3840 0.1770 -1.4493
H 2.7830 1.2079 0.0847
*
```

Summary:
F_max   0.043 Eh/bohr
HOMO energy   -10.25 eV
Energy above the lowest of the compared OMol25 structures with the same formula, charge and spin   23.3 kcal/mol
SMILES   CC(C)(C)CO
HOMO-LUMO gap   11.07 eV

=====

This record from the Open Molecules 2025 dataset describes 2 unconnected molecules or ions with the total composition C5H12O at a distorted geometry. The level of theory is the ωB97M-V functional and the def2-TZVPD basis.

ORCA input file:
```
! RIJCOSX wB97M-V def2-TZVPD def2/J DEFGRID3
* xyz 0 1
C -1.8722 0.8298 1.3238
C -0.5063 1.0463 0.5958
C -0.3257 0.4476 -0.7016
C 1.0701 0.2424 -1.2447
C -1.4526 -0.0122 -1.7442
H -2.6810 0.9598 0.6455
H -1.9951 -0.1823 1.6618
H -1.9793 1.4602 2.2454
H 0.4169 1.1202 1.1925
H 1.3910 0.9918 -1.9581
H 1.3005 -0.7340 -1.7126
H 1.7009 0.3940 -0.2306
H -1.6764 0.4832 -2.8098
H -2.1929 0.0438 -1.0245
H -1.3567 -1.0799 -2.1701
O 3.8230 -1.9093 1.7359
H 2.9607 -1.3945 2.1481
H 3.3751 -2.7068 2.0472
*
```

Summary:
F_max   0.102 Eh/bohr
HOMO energy   -8.76 eV
Energy above the lowest of the compared OMol25 structures with the same formula, charge and spin   74.5 kcal/mol
SMILES   CC=C(C)C.O
HOMO-LUMO gap   9.35 eV

=====

This record from the Open Molecules 2025 dataset describes C5H12O in the gas phase. The level of theory is the ωB97M-V functional and the def2-TZVPD basis.

ORCA input file:
```
! RIJCOSX wB97M-V def2-TZVPD def2/J DEFGRID3
* xyz 0 1
C -1.2044 1.2047 -2.1158
C -1.1531 0.5701 -0.7397
O 0.1158 -0.0185 -0.5674
C 0.3067 -0.6277 0.7002
C 1.3583 -1.7108 0.5212
C 0.7341 0.4028 1.7427
H -0.9882 0.4569 -2.8847
H -0.4626 2.0047 -2.1975
H -2.1968 1.6263 -2.3070
H -1.3471 1.3301 0.0347
H -1.9392 -0.1981 -0.6420
H -0.6417 -1.0960 1.0158
H 1.5182 -2.2523 1.4598
H 2.3085 -1.2609 0.2130
H 1.0479 -2.4215 -0.2502
H 0.0125 1.2231 1.8165
H 1.7070 0.8249 1.4675
H 0.8242 -0.0579 2.7328
*
```

Summary:
F_max   0.005 Eh/bohr
HOMO energy   -9.67 eV
Energy above the lowest of the compared OMol25 structures with the same formula, charge and spin   9.2 kcal/mol
SMILES   CCOC(C)C
HOMO-LUMO gap   10.85 eV

=====

This record from the Open Molecules 2025 dataset describes 2 unconnected molecules or ions with the total composition C5H12O. The level of theory is the ωB97M-V functional and the def2-TZVPD basis.

ORCA input file:
```
! RIJCOSX wB97M-V def2-TZVPD def2/J DEFGRID3
* xyz 0 1
C 0.2181 2.1282 0.5664
C 0.1896 0.9652 -0.0810
O -0.6024 0.8266 -1.1913
C 1.0667 -0.2123 0.2493
C 2.1282 -0.4177 -0.8345
H 0.8832 2.2672 1.4110
H -0.3961 2.9617 0.2432
H -0.7408 -0.1136 -1.3648
H 1.5361 -0.0486 1.2240
H 0.4566 -1.1208 0.3494
H 1.6628 -0.5897 -1.8110
H 2.7742 -1.2709 -0.6075
H 2.7487 0.4796 -0.9190
C -2.3859 -1.1677 0.5530
H -2.7789 -1.6811 1.4326
H -1.5548 -1.7552 0.1513
H -3.1678 -1.0801 -0.2046
H -2.0375 -0.1708 0.8334
*
```

Summary:
F_max   0.007 Eh/bohr
HOMO energy   -8.83 eV
Energy above the lowest of the compared OMol25 structures with the same formula, charge and spin   20.0 kcal/mol
SMILES   C=C(O)CC.C
HOMO-LUMO gap   9.69 eV

=====

This record from the Open Molecules 2025 dataset describes C5H12O in the gas phase at a distorted geometry. The level of theory is the ωB97M-V functional and the def2-TZVPD basis.

ORCA input file:
```
! RIJCOSX wB97M-V def2-TZVPD def2/J DEFGRID3
* xyz 0 1
C -1.2336 0.7798 -1.0513
C -0.6223 -0.3380 -0.2229
C -1.6647 -0.9643 0.6901
C 0.5462 0.1451 0.5895
C 1.7213 0.4627 -0.1818
O 2.8158 -0.0416 0.8682
H -0.5270 1.2033 -1.7730
H -1.5908 1.5830 -0.3933
H -2.0981 0.4082 -1.6162
H -0.2631 -1.1065 -0.9266
H -2.0602 -0.2426 1.4178
H -1.2479 -1.8053 1.2579
H -2.5141 -1.3441 0.1084
H 0.2940 0.8970 1.3407
H 1.0748 -0.8045 1.1532
H 1.9681 1.5149 -0.3280
H 1.9231 -0.0927 -1.1192
H 3.4786 -0.2544 0.1865
*
```

Summary:
F_max   0.079 Eh/bohr
HOMO energy   -10.20 eV
Energy above the lowest of the compared OMol25 structures with the same formula, charge and spin   33.2 kcal/mol
SMILES   CC(C)CCO
HOMO-LUMO gap   11.22 eV

=====

This record from the Open Molecules 2025 dataset describes 2 unconnected molecules or ions with the total composition C5H12O. The level of theory is the ωB97M-V functional and the def2-TZVPD basis.

ORCA input file:
```
! RIJCOSX wB97M-V def2-TZVPD def2/J DEFGRID3
* xyz 0 1
C -1.5153 1.6162 0.4247
C -0.4150 0.7333 0.9406
C 0.8318 0.7437 0.4778
C 1.9369 -0.1463 0.9779
H -1.7905 2.3785 1.1638
H -1.2080 2.1250 -0.4958
H -2.4249 1.0420 0.2063
H -0.6792 0.0296 1.7340
H 1.0852 1.4277 -0.3329
H 2.6162 -0.4357 0.1665
H 1.5390 -1.0596 1.4371
H 2.5478 0.3665 1.7312
C -0.8178 -1.4527 -1.3336
O 0.3222 -0.8284 -1.8847
H -0.6994 -1.7141 -0.2724
H -1.6454 -0.7408 -1.4029
H -1.0917 -2.3594 -1.8888
H 1.0963 -1.3350 -1.6153
*
```

Summary:
F_max   0.009 Eh/bohr
HOMO energy   -8.96 eV
Energy above the lowest of the compared OMol25 structures with the same formula, charge and spin   31.4 kcal/mol
SMILES   C/C=C/C.CO
HOMO-LUMO gap   9.98 eV

=====

This record from the Open Molecules 2025 dataset describes 2 unconnected molecules or ions with the total composition C5H12O. The level of theory is the ωB97M-V functional and the def2-TZVPD basis.

ORCA input file:
```
! RIJCOSX wB97M-V def2-TZVPD def2/J DEFGRID3
* xyz 0 1
C -1.7036 0.9625 -0.4808
O -1.1670 0.3930 0.6601
C 0.1056 0.1141 0.6475
C -0.0930 -1.0680 -1.4036
C 1.0933 1.1343 0.1624
C 0.5427 -0.9040 1.6492
H -0.9309 -0.0455 -1.2306
H -1.2963 1.9485 -0.7183
H -2.7890 0.9617 -0.3925
H -0.3791 -1.1746 -2.4600
H 1.0015 -1.0330 -1.3885
H -0.4298 -1.9726 -0.8852
H 0.8554 1.5035 -0.8374
H 1.1031 1.9927 0.8513
H 2.0990 0.7052 0.1438
H 1.0723 -0.4512 2.4980
H -0.3196 -1.4627 2.0203
H 1.2353 -1.6039 1.1645
*
```

Summary:
F_max   0.006 Eh/bohr
HOMO energy   -7.41 eV
Energy above the lowest of the compared OMol25 structures with the same formula, charge and spin   102.2 kcal/mol
HOMO-LUMO gap   8.29 eV

=====

This record from the Open Molecules 2025 dataset describes C5H12O in the gas phase. The level of theory is the ωB97M-V functional and the def2-TZVPD basis.

ORCA input file:
```
! RIJCOSX wB97M-V def2-TZVPD def2/J DEFGRID3
* xyz 0 1
C 0.9127 0.9151 -1.2183
C -0.2518 0.5191 -0.3004
C -1.0438 1.7457 0.1518
C 0.2450 -0.3381 0.8796
C 0.3530 -1.8127 0.4766
O -0.7514 -2.5567 0.9685
H 1.5907 0.0722 -1.4061
H 1.5120 1.7229 -0.7773
H 0.5415 1.2628 -2.1880
H -0.9256 -0.1105 -0.9028
H -0.3776 2.5395 0.5110
H -1.7277 1.4899 0.9687
H -1.6400 2.1542 -0.6716
H 1.2285 0.0250 1.2061
H -0.4180 -0.2419 1.7500
H 1.2983 -2.2523 0.8238
H 0.3552 -1.8526 -0.6220
H -0.9010 -3.2814 0.3503
*
```

Summary:
F_max   0.011 Eh/bohr
HOMO energy   -10.16 eV
Energy above the lowest of the compared OMol25 structures with the same formula, charge and spin   10.5 kcal/mol
SMILES   CC(C)CCO
HOMO-LUMO gap   11.16 eV

=====

This record from the Open Molecules 2025 dataset describes 2 unconnected molecules or ions with the total composition C5H12O at a distorted geometry. The level of theory is the ωB97M-V functional and the def2-TZVPD basis.

ORCA input file:
```
! RIJCOSX wB97M-V def2-TZVPD def2/J DEFGRID3
* xyz 0 1
C -1.0819 -1.0763 2.4757
C 0.0884 -0.9496 1.5112
C 0.3687 0.1224 0.8196
C 1.7727 0.0810 0.1051
C -0.5228 1.3314 0.6788
H -1.6620 -0.1487 2.5539
H -1.7291 -1.9076 2.1083
H -0.7468 -1.2991 3.3681
H 0.7842 -1.7240 1.5209
H 1.5916 -0.9121 -0.3743
H 2.5697 -0.1016 0.9131
H 1.9812 1.0383 -0.2176
H -0.8400 1.8128 1.5364
H -1.2251 0.8412 -0.0339
H -0.0680 2.1982 0.0161
O -0.0878 0.1443 -5.4263
H -0.9225 -0.2921 -5.3577
H -0.2704 0.8417 -6.1972
*
```

Summary:
F_max   0.111 Eh/bohr
HOMO energy   -8.58 eV
Energy above the lowest of the compared OMol25 structures with the same formula, charge and spin   61.7 kcal/mol
SMILES   CC=C(C)C.O
HOMO-LUMO gap   9.44 eV

=====

This record from the Open Molecules 2025 dataset describes 2 unconnected molecules or ions with the total composition C5H12O at a distorted geometry. The level of theory is the ωB97M-V functional and the def2-TZVPD basis.

ORCA input file:
```
! RIJCOSX wB97M-V def2-TZVPD def2/J DEFGRID3
* xyz 1 2
C -1.2212 -0.6022 -2.1986
C 0.1850 0.0174 -2.3083
C 0.9591 -0.2434 -1.0164
H -1.1422 -1.7120 -2.1563
H -1.9063 -0.2939 -2.9890
H -1.6517 -0.3019 -1.2342
H 0.1414 1.0837 -2.5104
H 0.7979 -0.3969 -3.1239
H 0.7197 -1.2109 -0.5636
H 2.0353 -0.1775 -1.2354
H 0.7684 0.5534 -0.3065
C -0.9616 0.5542 2.5302
C 0.3781 0.7064 2.8223
O 1.1583 -0.3512 2.8141
H -1.7531 1.2431 2.8931
H -1.2654 -0.4132 2.1625
H 0.7064 1.5891 3.3562
H 2.0520 -0.0443 3.0641
*
```

Summary:
F_max   0.039 Eh/bohr
HOMO energy (alpha / beta)   -14.22 / -14.22 eV
Energy above the lowest of the compared OMol25 structures with the same formula, charge and spin   32.3 kcal/mol
HOMO-LUMO gap (alpha / beta)   8.93 / 5.35 eV

=====

Which of these has the highest energy above the lowest of the compared OMol25 structures with the same formula, charge and spin? number 7